Record 1
Here is the molecule C18H20Cl2N2O5 from the OMol25 dataset. Energies are from the ωB97M-V functional and the def2-TZVPD basis.

Properties
Kohn-Sham gap   0.331 Eh
Spin multiplicity   1
SMILES   CCOC(=O)C1=C(C)N(CCCC(=O)O)C(=O)N[C@H]1c1ccc(Cl)cc1Cl
E_HOMO   -8.46 eV
Energy above the lowest of the compared OMol25 structures with the same formula, charge and spin   0.099 eV
Total energy   -2104.09872 Eh
Molecular weight   415.3 g mol⁻¹

Atoms and positions in Å:
C (-0.87, -4.57, -1.58)
C (-1.61, -3.78, -0.53)
O (-0.83, -2.63, -0.20)
C (-1.35, -1.80, 0.72)
O (-2.43, -2.04, 1.24)
C (-0.59, -0.59, 1.03)
C (0.73, -0.35, 0.82)
C (1.68, -1.35, 0.25)
N (1.29, 0.86, 1.20)
C (2.65, 1.23, 0.85)
C (2.69, 1.93, -0.52)
C (4.12, 2.21, -0.96)
C (4.85, 0.95, -1.36)
O (4.37, -0.15, -1.44)
O (6.14, 1.20, -1.64)
C (0.56, 1.86, 1.84)
O (1.06, 2.93, 2.13)
N (-0.71, 1.55, 2.18)
C (-1.48, 0.42, 1.72)
C (-2.62, 0.85, 0.82)
C (-3.93, 0.58, 1.18)
C (-5.00, 0.93, 0.38)
C (-4.76, 1.59, -0.81)
Cl (-6.08, 2.05, -1.82)
C (-3.47, 1.88, -1.21)
C (-2.41, 1.51, -0.39)
Cl (-0.82, 1.89, -0.94)
H (-1.45, -5.44, -1.86)
H (0.10, -4.90, -1.20)
H (-0.70, -3.96, -2.46)
H (-2.59, -3.44, -0.89)
H (-1.77, -4.37, 0.38)
H (2.21, -0.96, -0.61)
H (1.15, -2.25, -0.05)
H (2.42, -1.62, 1.01)
H (2.99, 1.93, 1.61)
H (3.29, 0.36, 0.85)
H (2.14, 2.87, -0.44)
H (2.20, 1.30, -1.27)
H (4.13, 2.87, -1.83)
H (4.69, 2.70, -0.17)
H (6.59, 0.38, -1.91)
H (-1.22, 2.30, 2.63)
H (-1.94, -0.07, 2.60)
H (-4.11, 0.05, 2.11)
H (-6.01, 0.70, 0.68)
H (-3.28, 2.39, -2.14)

=====

Record 2
Here is a structure of composition C18H20Cl2N9STl from the OMol25 dataset. Energies are from the ωB97M-V functional and the def2-TZVPD basis.

Properties
Kohn-Sham gap   0.162 Eh
Spin multiplicity   1
E_HOMO   0.11 eV
Energy above the lowest of the compared OMol25 structures with the same formula, charge and spin   1.466 eV
Charge   -2
Total energy   -2681.70473 Eh
Molecular weight   669.8 g mol⁻¹

Atoms and positions in Å:
Tl (1.12, 0.94, 0.72)
N (-0.52, 5.79, -1.47)
C (-0.04, 4.54, -1.08)
S (-1.20, 3.39, -0.58)
N (1.28, 4.50, -1.16)
N (1.91, 3.32, -0.91)
C (3.17, 3.46, -0.79)
C (4.08, 2.32, -0.53)
C (5.45, 2.53, -0.50)
C (6.30, 1.45, -0.30)
C (5.76, 0.19, -0.13)
C (4.37, 0.07, -0.14)
N (3.57, 1.11, -0.33)
H (-1.42, 5.98, -1.06)
H (0.16, 6.52, -1.33)
H (3.61, 4.46, -0.86)
H (5.84, 3.53, -0.63)
H (7.37, 1.60, -0.28)
H (6.38, -0.68, 0.00)
H (3.84, -0.88, -0.01)
C (-4.88, 0.61, 0.88)
C (-5.19, -0.68, 0.13)
C (-5.69, -0.38, -1.28)
C (-3.98, -1.63, 0.11)
N (-2.85, -1.09, -0.60)
C (-1.87, -0.30, -0.17)
N (-1.04, -0.06, -1.14)
N (-1.54, -0.72, -2.22)
N (-2.63, -1.34, -1.91)
H (-5.76, 1.26, 0.92)
H (-4.08, 1.18, 0.39)
H (-4.56, 0.42, 1.91)
H (-5.97, -1.22, 0.68)
H (-4.94, 0.19, -1.83)
H (-6.61, 0.20, -1.24)
H (-5.88, -1.30, -1.83)
H (-4.24, -2.57, -0.37)
H (-3.65, -1.84, 1.13)
H (-1.78, 0.07, 0.84)
Cl (-0.38, -1.49, 2.70)
C (0.60, -2.78, 1.96)
C (0.54, -4.01, 2.57)
C (1.27, -5.10, 2.07)
C (2.04, -4.88, 0.92)
C (2.11, -3.65, 0.33)
Cl (3.11, -3.50, -1.12)
C (1.44, -2.39, 0.79)
N (1.60, -1.25, 0.25)
H (-0.08, -4.13, 3.44)
H (1.23, -6.07, 2.56)
H (2.60, -5.69, 0.48)

=====

Record 3
Here is the molecule C18H20ClNOS in a non-equilibrium geometry from the OMol25 dataset. Energies are from the ωB97M-V functional and the def2-TZVPD basis.

Properties
Kohn-Sham gap   0.300 Eh
Spin multiplicity   1
SMILES   CC[C@@H](Cl)c1cc(COC)c2c(c1C)Sc1ccccc1N2
E_HOMO   -7.79 eV
Energy above the lowest of the compared OMol25 structures with the same formula, charge and spin   10.224 eV
Total energy   -1685.94642 Eh
Molecular weight   333.9 g mol⁻¹

Atoms and positions in Å:
C (-3.84, 0.88, 1.46)
C (-4.36, 0.04, 0.16)
C (-3.51, 0.56, -1.13)
Cl (-3.71, 2.42, -1.12)
C (-1.98, 0.11, -1.03)
C (-1.52, -0.96, 0.01)
C (-0.03, -1.42, 0.18)
C (0.36, -2.55, 1.26)
O (-0.78, -3.39, 1.57)
C (-1.34, -3.09, 2.87)
C (1.11, -0.80, -0.68)
C (0.65, 0.27, -1.75)
C (-0.82, 0.71, -1.92)
C (-1.12, 1.80, -3.06)
S (2.05, 0.99, -2.75)
C (3.36, 1.18, -1.43)
C (4.27, 2.43, -1.33)
C (5.29, 2.50, -0.17)
C (5.36, 1.34, 0.87)
C (4.46, 0.08, 0.73)
C (3.43, -0.02, -0.42)
N (2.53, -1.18, -0.58)
H (-2.80, 1.33, 1.31)
H (-3.75, 0.21, 2.40)
H (-4.59, 1.71, 1.72)
H (-4.26, -1.08, 0.31)
H (-5.46, 0.31, 0.02)
H (-4.01, 0.10, -2.05)
H (-2.25, -1.48, 0.74)
H (1.12, -3.24, 0.72)
H (0.91, -2.14, 2.17)
H (-2.21, -2.34, 2.81)
H (-0.56, -2.72, 3.63)
H (-1.77, -4.07, 3.29)
H (-1.26, 2.86, -2.64)
H (-2.12, 1.47, -3.54)
H (-0.34, 1.76, -3.90)
H (4.20, 3.28, -2.08)
H (5.98, 3.40, -0.01)
H (6.09, 1.40, 1.74)
H (4.55, -0.75, 1.51)
H (2.69, -1.91, 0.12)

=====

Record 4
Here is the molecule C18H20F2N6O2S in a non-equilibrium geometry from the OMol25 dataset. Energies are from the ωB97M-V functional and the def2-TZVPD basis.

Properties
Kohn-Sham gap   0.299 Eh
Spin multiplicity   1
SMILES   CNS(=O)(=O)c1ccc(N2CCCC(F)(F)C2)c(Nc2ncnc3[nH]ccc23)c1
E_HOMO   -7.99 eV
Total energy   -1774.74221 Eh
Molecular weight   422.5 g mol⁻¹

Atoms and positions in Å:
C (3.24, -1.26, 4.20)
N (2.20, -0.36, 4.65)
S (0.63, -0.81, 4.02)
O (-0.26, -0.27, 5.09)
O (0.59, -2.34, 3.87)
C (0.34, 0.09, 2.43)
C (-0.01, 1.47, 2.63)
C (-0.35, 2.24, 1.55)
C (-0.21, 1.62, 0.26)
N (-0.21, 2.45, -0.83)
C (0.85, 2.64, -1.75)
C (0.43, 2.38, -3.21)
C (-0.85, 3.20, -3.45)
C (-1.98, 2.96, -2.51)
F (-2.45, 1.79, -2.67)
F (-3.06, 3.72, -2.92)
C (-1.43, 3.19, -1.05)
C (-0.01, 0.27, 0.06)
N (-0.32, -0.38, -1.22)
C (-0.22, -1.66, -1.64)
N (0.52, -1.84, -2.72)
C (0.71, -3.15, -2.99)
N (0.35, -4.28, -2.15)
C (-0.33, -3.95, -1.06)
N (-1.08, -4.81, -0.29)
C (-1.92, -4.10, 0.51)
C (-1.69, -2.76, 0.16)
C (-0.78, -2.68, -0.91)
C (0.31, -0.54, 1.14)
H (3.03, -2.17, 4.68)
H (4.18, -1.00, 4.63)
H (3.30, -1.31, 3.11)
H (2.05, -0.45, 5.65)
H (0.18, 1.88, 3.53)
H (-0.55, 3.32, 1.57)
H (1.69, 2.00, -1.51)
H (1.20, 3.67, -1.59)
H (0.26, 1.32, -3.35)
H (1.19, 2.60, -3.98)
H (-1.16, 3.08, -4.49)
H (-0.47, 4.23, -3.38)
H (-2.18, 2.88, -0.29)
H (-1.24, 4.21, -0.79)
H (-0.60, 0.19, -2.01)
H (1.27, -3.34, -3.89)
H (-0.92, -5.82, -0.26)
H (-2.54, -4.52, 1.33)
H (-2.10, -1.95, 0.79)
H (0.39, -1.62, 1.06)

=====

Record 5
Here is a cluster of 2 separate species, C18H20F8N2O3S in total in a non-equilibrium geometry from the OMol25 dataset. Energies are from the ωB97M-V functional and the def2-TZVPD basis.

Properties
Kohn-Sham gap   0.264 Eh
Spin multiplicity   1
SMILES   FC(F)C(F)(F)COC(F)(F)C(F)F.OCCc1nc2c(CCCS)cccc2nc1O
E_HOMO   -8.15 eV
Energy above the lowest of the compared OMol25 structures with the same formula, charge and spin   13.573 eV
Total energy   -2229.73878 Eh
Molecular weight   496.4 g mol⁻¹

Atoms and positions in Å:
F (-0.65, -4.23, -5.11)
C (-1.57, -3.65, -5.90)
F (-0.91, -2.66, -6.58)
C (-2.75, -3.07, -5.13)
F (-2.37, -2.02, -4.34)
F (-3.63, -2.54, -6.04)
C (-3.53, -4.08, -4.28)
O (-3.17, -4.17, -2.90)
C (-2.03, -4.98, -2.62)
F (-1.76, -5.74, -3.71)
F (-2.41, -5.86, -1.65)
C (-0.82, -4.18, -2.13)
F (-0.50, -3.17, -2.99)
F (0.29, -4.96, -2.03)
H (-1.91, -4.38, -6.64)
H (-4.57, -3.72, -4.25)
H (-3.59, -5.06, -4.75)
H (-1.01, -3.73, -1.15)
O (4.44, 0.79, 2.84)
C (5.39, 1.62, 2.08)
C (4.56, 2.12, 0.72)
C (3.30, 3.03, 1.32)
N (2.00, 2.31, 1.58)
C (0.94, 3.20, 2.16)
C (-0.53, 2.47, 2.49)
C (-0.68, 0.86, 2.10)
C (-1.94, 0.12, 2.85)
C (-2.26, -1.41, 2.30)
S (-1.03, -2.04, 1.03)
C (-1.74, 3.36, 3.16)
C (-1.54, 4.98, 3.48)
C (-0.08, 5.64, 3.09)
C (1.20, 4.78, 2.44)
N (2.44, 5.57, 2.16)
C (3.46, 4.62, 1.59)
O (4.80, 5.21, 1.26)
H (4.81, -0.12, 3.05)
H (5.54, 2.61, 2.72)
H (6.40, 1.09, 1.82)
H (5.26, 2.77, 0.03)
H (4.15, 1.21, 0.11)
H (0.34, 0.29, 2.31)
H (-0.91, 0.85, 0.93)
H (-2.92, 0.75, 2.63)
H (-1.84, 0.03, 4.02)
H (-3.35, -1.43, 1.87)
H (-2.20, -2.16, 3.23)
H (-0.98, -1.15, -0.09)
H (-2.75, 2.83, 3.41)
H (-2.43, 5.63, 3.93)
H (0.07, 6.80, 3.29)
H (4.95, 4.98, 0.29)